No. 1
11
Properties=species:S:1:pos:R:3 method="wB97M-V/def2-TZVPD" fmax_ev_per_a=4.52 gap_ev="6.6 / 7.8" e_lumo_ha="-0.0379 / -0.0483" multiplicity=2
Sn -0.3575 -2.5221 0.8677
O 1.4273 -1.8544 0.2107
N 1.4864 -0.7829 -0.5946
S -0.0379 -0.1093 -0.7695
O -1.0647 -0.9904 -0.1251
O -0.2591 0.3563 -2.1289
C -0.0950 1.4399 0.2861
F -0.1446 1.1095 1.5632
F 0.9958 2.1459 0.0559
F -1.1606 2.1512 -0.0312
H 1.4533 -2.0760 1.6068

No. 2
119
Properties=species:S:1:pos:R:3 method="wB97M-V/def2-TZVPD" de_lowest_kj_mol=18.9 total_charge=-1 fmax_ev_per_a=3.91 gap_ev="1.5 / 9.0" e_lumo_ha="0.0809 / 0.0794" multiplicity=2
C -1.5473 3.6157 1.4540
C -3.0199 4.0881 1.3298
C -3.2628 5.6167 1.4851
O -4.6439 5.9601 1.5421
C -4.9715 7.3529 1.7432
N -3.6064 3.7640 0.0233
H -1.4968 2.5401 1.6234
H -0.9855 4.0685 2.2710
H -0.9946 3.9084 0.5613
H -3.5729 3.4977 2.0604
H -2.7762 6.1127 0.6453
H -2.8436 5.9687 2.4277
H -4.5174 7.8817 2.5812
H -6.0425 7.4692 1.9091
H -4.8001 7.8637 0.7956
H -3.0147 4.2817 -0.6107
H -4.4767 4.2664 0.1254
C -5.1705 -0.0891 -0.7705
C -4.9354 0.1868 0.6947
C -3.4858 -0.1426 1.0669
O -3.2945 0.0873 2.4694
C -1.9467 -0.1172 2.8470
N -5.2424 1.6088 0.9457
H -4.6973 0.6843 -1.3754
H -6.2144 -0.0674 -1.0833
H -4.7940 -1.0794 -1.0267
H -5.5832 -0.4178 1.3295
H -2.7485 0.3859 0.4625
H -3.2750 -1.2060 0.9540
H -1.8918 0.1400 3.9048
H -1.2525 0.5472 2.3325
H -1.5192 -1.1063 2.6824
H -4.8369 1.7027 1.8659
H -4.5802 2.1046 0.3662
C 1.7094 -1.9200 3.5241
C 1.7065 -3.2974 2.8201
C 0.3045 -3.8472 2.4951
O -0.4331 -4.0164 3.6363
C -1.7626 -4.4642 3.3732
N 2.5391 -3.2257 1.5651
H 2.7384 -1.5762 3.6287
H 1.3420 -1.9686 4.5492
H 1.1650 -1.1235 3.0168
H 2.1673 -4.1019 3.3933
H 0.3631 -4.8233 2.0137
H -0.1566 -3.2050 1.7447
H -1.7976 -5.4537 2.9175
H -2.3604 -3.7685 2.7843
H -2.3171 -4.6840 4.2855
H 2.6129 -4.1846 1.2565
H 3.4947 -3.0682 1.8514
C 2.2096 5.2695 3.4796
C 2.5736 3.8055 3.5874
C 2.7003 3.0256 2.2588
O 3.5156 3.6265 1.3613
C 3.5706 2.9313 0.1207
N 3.8554 3.6871 4.2602
H 1.3236 5.3484 2.8496
H 2.9870 5.8817 3.0225
H 2.0326 5.7668 4.4333
H 1.8887 3.2563 4.2335
H 1.6637 2.9436 1.9318
H 3.1710 2.0794 2.5252
H 4.4329 3.2660 -0.4558
H 2.6976 3.2129 -0.4682
H 3.5998 1.8483 0.2403
H 3.9985 2.6890 4.3186
H 4.5631 3.9919 3.6072
C 0.0623 0.8335 -0.5975
C 0.6845 -0.4113 0.1130
C 0.2351 -1.6841 -0.6338
O -1.1480 -1.8394 -0.3757
C -1.6415 -3.1594 -0.6944
N 2.1170 -0.2403 0.2345
H 0.4036 1.7760 -0.1692
H -1.0218 0.8238 -0.7107
H 0.4580 1.0357 -1.5928
H 0.3035 -0.4930 1.1310
H 0.6429 -2.5840 -0.1733
H 0.5264 -1.6983 -1.6841
H -2.7141 -3.1820 -0.5017
H -1.2327 -3.9000 -0.0070
H -1.3364 -3.5085 -1.6809
H 2.5574 -0.1627 -0.6711
H 2.5109 -1.0929 0.6060
C 4.5575 -2.3208 -0.8531
C 4.9611 -1.9855 -2.2700
C 4.6390 -0.5475 -2.7474
O 3.2009 -0.3206 -2.9847
C 2.9199 0.8921 -3.4952
N 6.3316 -2.4087 -2.4833
H 4.7539 -3.3611 -0.5934
H 3.4843 -2.2166 -0.6933
H 5.1448 -1.7210 -0.1578
H 4.2662 -2.5889 -2.8540
H 5.1056 -0.4694 -3.7293
H 5.0128 0.1311 -1.9807
H 3.1401 0.8861 -4.5627
H 3.4455 1.6717 -2.9438
H 1.8602 1.1382 -3.4266
H 6.9334 -1.6581 -2.1758
H 6.4063 -2.3624 -3.4895
C 0.7280 -2.1901 -4.6335
C -0.2528 -3.1694 -5.3407
C -1.3070 -3.7698 -4.3966
O -2.2553 -4.5900 -5.1092
C -3.1632 -5.3024 -4.1492
N -0.8190 -2.2931 -6.3334
H 0.2628 -1.3549 -4.1100
H 1.5060 -1.7941 -5.2860
H 1.3241 -2.7454 -3.9093
H 0.2926 -3.9941 -5.7993
H -1.8356 -2.9386 -3.9299
H -0.7771 -4.4583 -3.7384
H -3.9399 -5.9071 -4.6173
H -3.6867 -4.6703 -3.4319
H -2.6105 -6.0247 -3.5485
H -1.1233 -1.4717 -5.8306
H 0.0286 -1.9768 -6.7824

No. 3
21
Properties=species:S:1:pos:R:3 method="wB97M-V/def2-TZVPD" de_lowest_kj_mol=202.7 total_charge=+2 fmax_ev_per_a=3.24 gap_ev="5.4 / 5.2" e_lumo_ha="-0.3742 / -0.3801" multiplicity=1
C 0.8847 -0.0992 -2.4166
C -0.2185 -0.0995 -1.5628
C 2.2143 -0.0052 -1.8728
C 1.1994 0.2210 0.3485
C -0.1479 0.3231 -0.2135
C 2.2949 0.1281 -0.4987
C -2.0844 -1.1439 1.4523
N -1.5523 -2.0880 0.8717
N -1.2779 0.7156 0.4137
N -1.0322 1.7915 1.4074
I 4.2201 0.2434 0.3678
H 0.6090 -0.3827 -3.4054
H -1.1271 -0.2264 -2.0236
H 3.1853 -0.0176 -2.3065
H 1.3683 0.3709 1.4634
H -2.9011 -1.0796 2.1401
H -1.9076 -3.0054 0.8834
H -0.8478 -1.8244 0.1376
H -1.2141 1.5442 2.3784
H -1.5968 2.5587 1.1325
H -0.0685 2.0752 1.3030

No. 4
60
Properties=species:S:1:pos:R:3 method="wB97M-V/def2-TZVPD" fmax_ev_per_a=1.07 gap_ev=7.2 e_lumo_ha=-0.0145 multiplicity=1
Y 2.3480 0.1913 -1.9047
S 4.0932 -0.8203 -0.2061
S 4.3881 -2.5638 -1.3481
S 4.8986 -1.8897 -3.1988
S 3.1159 -1.2293 -4.0563
C 0.7991 -2.8717 0.5589
C 0.0134 -2.1092 -0.4899
C -1.4703 -2.0819 -0.1661
C 0.2542 -2.6743 -1.8730
O 0.4904 -0.7074 -0.5567
Si 0.4890 0.4825 0.6466
S 1.3713 2.1030 -0.3375
O -1.0324 0.7521 1.1400
C -2.0575 1.7589 1.1573
C -2.4840 2.0972 -0.2597
C -3.2160 1.1371 1.9239
C -1.5309 2.9942 1.8728
O 1.3407 -0.1588 1.8586
C 1.6110 0.1736 3.2307
C 2.7446 -0.7480 3.6484
C 2.0425 1.6302 3.3143
C 0.3655 -0.0880 4.0600
H 0.5284 -3.9273 0.4792
H 0.5704 -2.5318 1.5649
H 1.8735 -2.7723 0.4033
H -1.8600 -3.1012 -0.1895
H -2.0204 -1.4897 -0.8996
H -1.6630 -1.6702 0.8220
H -0.0807 -3.7120 -1.9124
H 1.3164 -2.6857 -2.1389
H -0.2947 -2.1129 -2.6299
H -2.7862 1.1920 -0.7877
H -1.6808 2.5867 -0.8078
H -3.3391 2.7731 -0.2318
H -3.6005 0.2626 1.4004
H -4.0331 1.8494 2.0436
H -2.8796 0.8274 2.9128
H -0.6532 3.3953 1.3665
H -1.2651 2.7507 2.9006
H -2.2977 3.7705 1.8969
H 3.5997 -0.6170 2.9872
H 2.4290 -1.7897 3.5930
H 3.0507 -0.5331 4.6727
H 2.9005 1.8070 2.6679
H 2.3189 1.8887 4.3377
H 1.2404 2.3017 3.0075
H 0.0731 -1.1359 3.9878
H -0.4705 0.5229 3.7278
H 0.5614 0.1400 5.1086
Br -0.5324 -0.1245 -7.4429
C -0.6941 0.2962 -5.6199
C -1.8819 0.7772 -5.1002
C -1.9252 1.0724 -3.7509
C -0.7956 0.8747 -2.9794
N 0.3493 0.3956 -3.4774
C 0.3994 0.1201 -4.7866
H -2.7420 0.9188 -5.7387
H -2.8258 1.4578 -3.2930
H -0.7927 1.1001 -1.9250
H 1.3292 -0.2549 -5.1835

No. 5
109
Properties=species:S:1:pos:R:3 method="wB97M-V/def2-TZVPD" de_lowest_kj_mol=26.1 total_charge=-2 fmax_ev_per_a=12.55 gap_ev=7.9 e_lumo_ha=0.1395 multiplicity=1
S -45.0339 79.9848 6.6666
O -43.6450 79.6602 6.9730
O -45.0025 80.9608 5.6277
O -45.8070 78.8702 6.1422
O -45.7539 80.5240 7.8697
C -43.4765 75.4621 7.8592
C -43.1260 76.1701 9.1868
C -44.0591 77.4978 9.3974
O -44.3853 77.2514 10.8367
C -43.9140 76.0831 11.2429
O -44.0051 75.6127 12.3871
O -43.2910 75.4348 10.2725
H -43.1394 76.1332 7.0795
H -44.4061 74.9968 7.6010
H -42.8692 74.4960 7.4385
H -42.0241 76.6685 8.9282
H -45.0836 77.4977 8.8026
H -43.7827 78.5882 9.3093
C -41.5279 82.1834 10.1229
C -41.7313 80.7040 9.6917
C -40.7061 80.2561 8.6913
O -40.2061 79.0818 9.2907
C -40.8899 79.0050 10.5910
O -40.6622 77.9627 11.2830
O -41.6909 79.8911 10.8847
H -40.5080 82.4056 10.2381
H -42.2950 82.3827 10.8944
H -41.7962 82.9293 9.4849
H -42.6753 80.3696 9.1127
H -40.0205 81.0359 8.2437
H -41.4508 79.9374 7.7449
C -45.7193 84.8338 8.6350
C -46.4746 84.8610 7.3469
C -47.1626 83.5295 6.8543
O -48.5967 83.8163 6.8871
C -48.7628 85.1261 7.4001
O -49.9172 85.6478 7.5382
O -47.5988 85.6687 7.4151
H -45.2336 85.9351 8.7908
H -45.0262 84.0507 8.7027
H -46.2183 84.6509 9.4663
H -45.9321 85.3629 6.4881
H -46.9977 82.6426 7.6546
H -46.8803 83.2577 5.8708
C -42.3798 83.0234 4.2692
C -43.2978 83.5853 5.3544
C -42.7856 83.1393 6.8209
O -42.4281 84.2276 7.3298
C -42.5870 85.3276 6.6436
O -42.4771 86.4504 7.0869
O -43.0849 84.9747 5.4104
H -42.5815 81.8570 4.2408
H -41.3435 83.3032 4.2384
H -42.6911 83.4296 3.3633
H -44.3131 83.2695 5.1058
H -41.9789 82.3604 6.5069
H -43.6364 82.4830 7.1721
C -45.2225 80.6760 11.2101
C -45.8363 81.9941 10.9520
C -47.4974 81.9690 10.9275
O -47.7608 83.1384 11.7386
C -46.6941 83.5170 12.3316
O -46.7476 84.3792 13.2212
O -45.6004 82.8671 12.0257
H -44.2650 80.6410 11.5129
H -45.1765 79.9473 10.3779
H -45.7937 80.2135 12.0132
H -45.5001 82.3337 9.9219
H -47.8293 81.0784 11.2401
H -47.8428 82.2205 10.0484
C -49.5815 80.5234 7.1964
C -49.2823 80.7660 5.6562
C -48.4691 79.7126 4.9009
O -49.3258 79.5049 3.7923
C -50.3756 80.1854 3.9289
O -51.1737 80.1060 2.9153
O -50.3447 81.0456 4.7883
H -48.6283 80.1212 7.6598
H -50.2525 79.6914 7.4944
H -49.9934 81.2854 7.6809
H -48.8586 81.9011 5.6424
H -48.3849 78.8083 5.3677
H -47.5549 80.1907 4.4190
C -47.9377 76.5076 10.8860
C -48.5172 77.4557 9.8576
C -48.0863 77.2820 8.3812
O -49.1515 76.8329 7.6116
C -50.1437 76.6664 8.3741
O -51.1900 76.1668 8.1259
O -49.8728 76.9696 9.6502
H -47.0406 76.9272 11.3284
H -47.8725 75.4115 10.3423
H -48.6119 76.3539 11.6283
H -48.3341 78.4099 10.2220
H -47.2536 76.4929 8.3825
H -47.6318 78.0486 7.7949
C -44.7533 77.7336 2.8915
C -43.7485 78.7132 3.3369
C -42.7398 78.0467 4.4392
O -41.5653 77.6765 3.6018
C -41.6306 78.5400 2.4905
O -40.6240 78.7062 1.7657
O -42.8216 79.1369 2.3713
H -45.5106 78.3339 2.0438
H -45.1073 77.4981 3.7811
H -44.2972 76.9260 2.5118
H -44.2406 79.4784 3.7942
H -43.3245 77.1524 4.9651
H -42.5128 78.7923 5.3009

No. 6
12
Properties=species:S:1:pos:R:3 method="wB97M-V/def2-TZVPD" de_lowest_kj_mol=115.4 fmax_ev_per_a=5.17 gap_ev=8.6 e_lumo_ha=-0.0367 multiplicity=1
C 1.4587 -0.7153 -1.8006
C -0.6292 1.4101 -0.1215
C 0.2732 -0.8624 1.2718
N 2.2874 -0.5655 -2.5657
P -0.3724 -0.3181 -0.3284
S -1.8441 -1.4008 -1.0406
H -1.7493 1.4854 0.0523
H -0.0839 1.6458 0.7465
H -0.5144 2.0565 -1.0302
H 1.0623 -1.5728 1.1522
H 0.6721 0.0542 1.7389
H -0.5604 -1.2170 1.9254